No. 1
A molecular structure, C43H43N11O2S3Ti at a distorted geometry. Source: the OMol25 dataset; level of theory: ωB97M-V with the def2-TZVPD basis set.

The geometry in XYZ format:
```
103
Properties=species:S:1:pos:R:3:forces:R:3
Ti -0.344900 0.143700 0.458800 -0.241 -1.392 1.131
N 0.420400 0.566600 -4.091300 -0.130 -0.102 -0.019
C 0.247100 0.201500 -2.814700 -0.105 -0.565 0.741
S -1.349400 -0.493300 -2.466900 0.329 -0.421 -1.643
N 1.202800 0.361700 -1.974200 0.295 0.954 -1.176
N 1.333800 -0.101300 -0.706400 0.552 -0.407 0.658
C 2.582700 -0.344900 -0.370500 -0.059 0.011 -0.514
C 3.714700 -0.175300 -1.288200 0.084 0.066 -0.342
C 3.860700 0.974100 -2.068900 0.030 0.088 0.068
C 4.953900 1.113600 -2.899800 -0.038 0.038 0.020
C 5.902300 0.107300 -2.988800 -0.077 -0.016 0.081
C 5.754700 -1.046400 -2.235100 0.076 -0.062 -0.082
C 4.675700 -1.189700 -1.385900 -0.203 0.059 0.062
C 2.915200 -0.917800 0.937200 0.275 -0.311 0.658
C 4.165700 -0.671800 1.514200 -0.385 0.091 -0.138
C 4.493900 -1.312300 2.695200 -0.158 -0.167 0.111
C 3.584800 -2.201200 3.250500 0.101 0.165 -0.171
C 2.363700 -2.366200 2.619000 0.023 -0.147 -0.044
N 2.021400 -1.736600 1.502700 0.473 -0.033 -0.267
H -0.334000 0.505300 -4.752500 -0.065 0.224 -0.039
H 1.309400 0.930300 -4.391900 0.083 -0.127 0.012
H 3.145300 1.774100 -1.976600 0.128 -0.094 -0.102
H 5.060600 2.013900 -3.482400 0.062 0.142 -0.054
H 6.752800 0.228200 -3.638700 0.132 -0.032 -0.107
H 6.482000 -1.837000 -2.313300 0.096 -0.129 -0.001
H 4.555600 -2.104000 -0.823800 0.046 -0.079 0.087
H 4.850200 0.009500 1.036500 0.093 0.065 -0.013
H 5.450200 -1.146500 3.163900 0.145 0.039 0.082
H 3.822300 -2.754000 4.143400 0.006 -0.082 0.101
H 1.629600 -3.058700 3.009600 -0.060 -0.091 0.136
N -2.174300 0.485800 1.801200 0.026 0.258 -0.272
C -3.023300 -0.288000 2.738400 -0.291 -0.525 0.330
C -3.068900 -1.794300 2.446200 -0.089 0.262 -0.164
C -3.056900 -2.145300 0.947800 0.120 -0.181 0.069
C -1.733800 -2.779400 0.517700 -0.719 0.110 -0.176
N -0.593900 -1.938900 0.944800 0.020 -0.788 0.427
H -2.042900 1.413300 2.217500 0.021 -0.231 -0.308
H -2.726500 0.631400 0.949700 -0.074 0.162 0.293
H -4.044600 0.109200 2.693300 0.208 0.017 0.049
H -2.657300 -0.133700 3.758700 -0.035 0.119 -0.195
H -3.981200 -2.177000 2.902900 0.086 -0.023 0.087
H -2.243300 -2.296600 2.958100 -0.045 -0.058 0.062
H -3.221800 -1.259500 0.329800 -0.180 -0.103 0.026
H -3.866500 -2.840000 0.724900 0.049 0.021 -0.075
H -1.715200 -2.882000 -0.570500 0.131 0.007 0.152
H -1.643100 -3.782100 0.953700 0.092 0.179 -0.061
H 0.278100 -2.353400 0.598000 -0.112 0.198 0.362
H -0.540700 -2.007400 1.959200 0.293 -0.197 -0.077
N -2.193000 3.360000 -0.306500 0.691 -0.487 0.132
C -0.883900 3.002500 -0.370500 -0.694 1.546 -0.420
O -0.525100 1.881700 0.196800 -0.063 1.657 -0.270
C 0.048600 3.850100 -0.954300 -0.666 -0.670 0.241
C -0.385400 4.940800 -1.730200 -0.069 0.118 0.015
N -0.795800 5.784500 -2.389200 -0.213 0.430 -0.250
C 1.412900 3.601000 -0.805900 0.616 -0.272 0.087
N 2.521300 3.349500 -0.625500 0.186 0.121 0.155
H -2.894700 2.642000 -0.205500 0.010 0.074 -0.119
H -2.476200 4.171500 -0.836400 -0.041 0.093 0.007
S 3.244200 2.268100 5.712700 0.172 -0.337 0.346
C 2.274100 1.616200 4.395400 -0.172 0.055 -0.495
C 2.278000 2.272400 3.164400 -0.050 -0.235 0.273
C 1.530700 1.763900 2.123800 0.060 0.305 -0.200
N 0.725600 0.691000 2.231700 0.645 0.422 0.925
C 0.687200 0.099900 3.438100 -0.070 -0.167 0.157
C 1.453400 0.492300 4.514300 -0.125 0.202 -0.126
C 4.410200 0.896800 5.865700 -0.184 0.550 -0.222
C 5.717200 1.168200 5.496100 0.114 -0.209 0.066
C 6.633200 0.123400 5.549800 0.006 0.490 -0.123
N 6.302700 -1.101300 5.909900 0.512 -0.546 -0.020
C 5.063400 -1.339400 6.286600 -0.563 0.087 0.132
C 4.065000 -0.370700 6.295400 0.184 -0.106 0.070
H 2.880700 3.155200 3.015900 0.062 0.030 -0.089
H 1.594700 2.242000 1.153200 0.003 -0.119 0.190
H 0.000700 -0.731800 3.558000 0.049 -0.006 -0.054
H 1.381800 -0.043000 5.446400 -0.107 -0.028 0.044
H 6.011400 2.156600 5.180000 0.041 0.062 -0.053
H 7.668100 0.277400 5.276600 0.080 0.083 -0.035
H 4.848200 -2.351500 6.600000 -0.075 -0.116 0.090
H 3.075000 -0.609300 6.646200 -0.082 -0.024 0.076
O -1.317800 -0.372500 -0.893600 -0.616 -0.004 -0.416
S -3.809900 1.378400 -2.143000 -0.641 0.139 -0.081
C -5.118800 0.317600 -2.727400 0.428 0.302 0.282
C -4.840700 -0.632700 -3.697100 -0.072 -0.103 0.002
C -5.864700 -1.442100 -4.153000 0.025 -0.040 -0.067
C -7.142400 -1.303400 -3.631100 -0.051 -0.052 0.033
C -7.404000 -0.357000 -2.654300 -0.111 -0.071 0.032
C -6.389100 0.464000 -2.197100 0.087 0.022 -0.031
C -3.375000 2.280200 -3.621900 -0.068 -0.156 0.371
C -4.323400 2.574000 -4.589300 -0.045 0.043 -0.013
C -3.958600 3.344600 -5.678300 -0.067 -0.033 0.004
C -2.665700 3.826600 -5.798300 0.113 0.002 -0.009
C -1.723600 3.527100 -4.828900 0.017 0.084 -0.075
C -2.074900 2.747900 -3.741100 -0.072 -0.116 0.117
H -3.838900 -0.724100 -4.092900 0.006 0.000 -0.082
H -5.670800 -2.178800 -4.917800 0.014 -0.069 -0.057
H -7.934200 -1.942500 -3.985900 -0.126 -0.058 -0.064
H -8.397800 -0.243900 -2.250900 -0.132 -0.033 0.004
H -6.573200 1.225000 -1.453600 -0.062 0.062 0.042
H -5.338200 2.220300 -4.485700 -0.068 -0.027 -0.011
H -4.696600 3.585000 -6.426300 -0.087 0.027 -0.108
H -2.397500 4.443300 -6.639800 0.050 0.081 -0.120
H -0.721300 3.917500 -4.903800 0.130 0.068 -0.031
H -1.350200 2.515200 -2.972100 0.080 0.019 -0.016
```
Positions in Å, forces in eV/Å.

Summary:
LUMO level (eV): -6.6
Charge: +2

No. 2
A molecular structure, C43H45As2Cl3GeN3O4PbSi at a distorted geometry. Source: the OMol25 dataset; level of theory: ωB97M-V with the def2-TZVPD basis set.

The geometry in XYZ format:
```
103
Properties=species:S:1:pos:R:3:forces:R:3
Pb 0.318872 -0.768357 1.007054 0.011 -0.376 1.609
O 2.792789 0.162547 2.117160 0.116 0.028 -0.709
C 2.910744 -0.258378 3.270083 -0.060 -0.117 0.691
C 1.997541 -0.131037 4.356275 -0.639 0.490 -0.807
C 2.309902 -0.775956 5.558097 0.214 -0.358 0.744
C 1.471628 -0.695257 6.662636 0.461 -0.292 0.152
C 0.273080 0.044159 6.557258 0.026 -0.024 0.095
C -0.051394 0.682201 5.403024 -0.042 0.102 -0.215
C 0.779886 0.637170 4.230140 0.484 -0.551 0.646
O 0.436514 1.231839 3.170860 -0.445 0.646 -0.942
N 1.807138 -1.318273 7.863151 -0.411 0.746 -1.551
O 1.044596 -1.193872 8.846359 -1.357 0.221 1.733
O 2.871100 -1.972902 7.927921 1.617 -0.944 -0.006
H 3.835766 -0.816184 3.539180 -0.025 0.040 -0.055
H 3.219952 -1.355860 5.633442 -0.002 -0.007 0.097
H -0.376094 0.084005 7.421670 0.051 -0.024 0.027
H -0.972435 1.245087 5.326568 -0.096 0.077 -0.025
C -0.210038 1.930266 -2.247731 0.143 -0.070 -0.206
C -0.972440 2.633373 -1.130724 -0.204 0.032 0.186
As -0.284249 2.162012 0.710238 -0.389 1.209 -0.196
C 0.765451 3.800973 1.030326 0.188 -0.108 -0.112
C 0.955431 4.193081 2.352500 -0.143 -0.315 0.109
C 1.665150 5.338396 2.659003 0.002 0.143 0.005
C 2.198584 6.121031 1.645880 0.081 0.019 0.009
C 2.040892 5.728136 0.328655 0.098 0.188 -0.080
C 1.335759 4.574585 0.025380 -0.184 -0.284 -0.174
C -1.887494 2.846620 1.621028 -0.091 -0.162 0.076
C -2.494387 2.131749 2.642820 0.300 -0.270 0.016
C -3.657929 2.591734 3.238716 -0.124 0.111 0.062
C -4.242044 3.768033 2.802417 -0.042 -0.072 0.109
C -3.645873 4.492876 1.784353 -0.025 0.149 -0.071
C -2.471202 4.041814 1.211390 0.186 0.039 -0.260
As -0.862531 0.108160 -2.440226 -0.198 0.203 0.598
C -2.427897 0.249672 -3.563447 -0.401 -0.313 -0.814
C -2.402659 0.968566 -4.768602 0.454 -0.062 0.787
C -3.456948 0.887248 -5.649136 -0.481 -0.033 -0.283
C -4.549460 0.071944 -5.365115 0.276 -0.113 0.336
C -4.568561 -0.671397 -4.185999 -0.400 0.214 -0.599
C -3.519535 -0.589359 -3.297804 0.812 0.345 0.543
C 0.334173 -0.866298 -3.567549 0.324 -0.323 -0.780
C 1.389237 -0.271935 -4.272673 -0.637 0.187 0.808
C 2.134487 -1.018536 -5.160589 0.163 -0.405 -0.472
C 1.822245 -2.352575 -5.402788 -0.329 0.225 0.347
C 0.744267 -2.936366 -4.732591 0.479 -0.117 -0.505
C 0.007568 -2.202541 -3.834532 -0.247 0.539 0.576
H 0.859457 1.877029 -2.029514 -0.081 -0.057 -0.170
H -0.344251 2.450348 -3.209620 0.069 -0.280 0.181
H -2.028112 2.331575 -1.155919 0.090 0.143 0.138
H -0.944915 3.716922 -1.283798 0.000 -0.153 0.039
H 0.547991 3.562550 3.131347 0.001 -0.040 0.134
H 1.798520 5.628508 3.691960 -0.003 -0.024 0.071
H 2.747424 7.023362 1.882635 0.020 0.030 0.010
H 2.465015 6.325164 -0.469948 0.015 -0.009 -0.021
H 1.234861 4.285009 -1.015565 -0.027 0.006 -0.023
H -2.038280 1.208569 2.974429 0.009 -0.005 0.072
H -4.125623 2.019435 4.028549 0.038 -0.076 -0.007
H -5.163968 4.120573 3.246183 -0.034 -0.013 0.044
H -4.101030 5.410547 1.431525 0.031 0.041 0.008
H -2.004826 4.632394 0.430747 -0.008 0.028 0.002
H -1.540609 1.587829 -5.004970 -0.092 -0.041 -0.042
H -3.441287 1.455657 -6.570468 0.038 0.016 -0.016
H -5.369999 0.006956 -6.064366 -0.080 -0.005 -0.041
H -5.410567 -1.312520 -3.964651 -0.013 -0.032 0.040
H -3.530337 -1.166887 -2.378274 -0.089 -0.022 0.016
H 1.634357 0.770688 -4.091926 0.057 -0.109 -0.028
H 2.972067 -0.560992 -5.673252 -0.009 0.011 0.015
H 2.412151 -2.934933 -6.097768 0.010 -0.005 -0.020
H 0.493180 -3.971074 -4.921026 -0.035 -0.055 0.029
H -0.830567 -2.648320 -3.307479 0.061 -0.114 -0.048
C 3.206617 1.278164 -0.650631 -0.123 -0.020 -0.005
C 2.999166 -0.106193 -1.182605 0.452 0.150 -0.245
C 3.847645 -0.634316 -2.136833 0.115 0.116 -0.053
C 3.698054 -1.974270 -2.508315 -0.010 -0.040 0.179
C 2.755897 -2.749228 -1.896323 0.202 -0.015 -0.246
C 1.914876 -2.173913 -0.912098 -0.012 -0.128 0.130
N 2.022809 -0.840728 -0.650243 0.080 0.276 -0.259
N 1.026710 -2.799443 -0.168696 -0.187 -0.511 -0.307
Si 0.564097 -4.437568 -0.015329 -0.383 -0.833 0.427
C 1.989230 -5.734309 -0.072691 -0.329 0.637 -0.078
C -0.676982 -5.019951 -1.349777 0.370 0.348 0.374
C -0.291921 -4.556297 1.684428 0.271 0.013 -0.709
H 4.157983 1.679650 -0.993224 0.016 0.054 -0.043
H 3.193489 1.220918 0.435673 0.073 0.075 0.103
H 2.413650 1.967155 -0.939619 -0.022 0.060 -0.049
H 4.617286 -0.022301 -2.584322 0.061 0.073 0.068
H 4.353457 -2.398129 -3.259908 -0.010 -0.048 -0.040
H 2.630963 -3.791462 -2.132569 0.008 -0.225 -0.068
H 2.190832 -6.068761 -1.087658 0.036 -0.004 -0.222
H 1.743151 -6.616224 0.512186 -0.171 -0.097 0.135
H 2.908722 -5.320902 0.328868 0.221 0.097 0.115
H -0.263433 -4.917117 -2.350785 0.141 0.001 -0.200
H -1.597475 -4.445098 -1.297260 -0.178 0.165 0.035
H -0.947666 -6.063469 -1.205636 0.031 -0.201 0.083
H 0.127634 -3.848444 2.394310 0.115 0.105 0.102
H -0.207259 -5.549807 2.114862 0.035 -0.206 0.048
H -1.351605 -4.338872 1.581754 -0.211 0.088 -0.021
Cl -5.019741 -2.507964 3.160131 0.355 0.153 -0.310
Ge -3.308374 -1.825617 1.741852 -0.572 0.061 0.211
Cl -4.391159 0.077464 0.912352 -0.002 -0.246 -0.048
Cl -3.916479 -3.175930 -0.045833 0.040 -0.020 -0.101
C -1.305420 -0.702876 -0.789791 -0.092 0.279 -1.044
H -1.537714 -1.747491 -1.022631 0.066 0.006 0.054
H -2.247274 -0.207257 -0.516551 0.131 -0.010 0.102
```
Positions in Å, forces in eV/Å.

Summary:
2S+1: 2
LUMO level (spin up / spin down) (eV): 3.2 / 3.2
Charge: -2

The records above yield energy values of -4460.79369; -10542.28396 Ha, respectively.
The records above yield ΔE to the lowest compared entry with this formula, charge and spin values of 44.2; 25.3 kcal per mole, respectively.